1.
Density functional theory data (ωB97M-V/def2-TZVPD) for a molecular structure, C4H9NOSi at a distorted geometry.

CARTESIAN COORDINATES (ANGSTROEM)
1 Si -0.29030 1.63564 -0.64014
2 O 1.27505 1.22491 -0.65470
3 N 1.40366 -0.45759 -0.35016
4 C -0.88760 -0.01029 -0.05626
5 C 0.14493 -0.86051 0.09236
6 C -2.29147 -0.54198 -0.07814
7 C 2.43397 -0.50864 0.70557
8 H 2.46191 -1.51583 0.98939
9 H -2.71094 -0.34016 -1.13811
10 H -0.83974 2.79668 0.23106
11 H 3.36294 -0.05857 0.18633
12 H -2.81507 -0.03349 0.66624
13 H -2.30190 -1.60881 0.18524
14 H 0.01867 -1.93548 0.22008
15 H -0.88595 2.03837 -1.85568
16 H 1.92184 0.17573 1.49692

molar mass: 115.2 g/mol
energy above the lowest of the compared OMol25 structures with the same formula, charge and spin: 0.782 eV
LUMO energy (alpha / beta): 0.91 / -2.15 eV
<S²>: 2.03
total energy: -15703.5143 eV
spin multiplicity: 3

=====

2.
Density functional theory data (ωB97M-V/def2-TZVPD) for C5H13N3O in the gas phase at a distorted geometry.

CARTESIAN COORDINATES (ANGSTROEM)
1 O 2.83308 -0.77389 0.45339
2 N 1.89947 0.30389 0.55623
3 N -0.70551 -0.50459 -0.18533
4 N 1.26268 -0.23490 -1.72257
5 C 0.96688 0.17096 -0.39843
6 C -0.08843 1.19296 -0.25550
7 C -1.81315 -0.83150 -1.06247
8 C -0.81046 -1.12323 1.11616
9 C -0.25133 2.01074 0.98365
10 H 3.51056 -0.52232 1.09235
11 H -1.31076 2.04151 1.26101
12 H -0.00188 -0.78529 1.76232
13 H 2.24256 -0.10672 -1.93810
14 H -0.40693 1.64141 -1.19570
15 H -0.71147 -2.21096 1.02529
16 H -1.87056 -1.91562 -1.21361
17 H -1.65281 -0.38179 -2.03920
18 H -1.76140 -0.88168 1.60370
19 H 0.13978 3.01354 0.81363
20 H 0.27916 1.60328 1.84045
21 H 1.01467 -1.20457 -1.87000
22 H -2.76415 -0.50123 -0.62728

molar mass: 131.2 g/mol
energy above the lowest of the compared OMol25 structures with the same formula, charge and spin: 5.314 eV
LUMO energy: 0.91 eV
total energy: -11909.3024 eV

=====

3.
Density functional theory data (ωB97M-V/def2-TZVPD) for a molecular structure, C15H24F5N2O5PS5SbSe4W at a distorted geometry.

CARTESIAN COORDINATES (ANGSTROEM)
1 W 0.27803 -0.72480 -0.03974
2 Sb 0.94244 -2.02574 -3.15822
3 Se -1.14765 0.81872 0.80736
4 Se -4.39324 -1.95006 -1.74751
5 Se -3.18451 0.82094 1.60490
6 Se -2.21050 -1.69147 -1.76642
7 S 1.29413 -4.74012 1.67349
8 S -1.38929 -2.54721 -3.64289
9 S 1.11302 -2.81091 -0.90500
10 S 0.51931 0.16012 -2.22857
11 S -0.85183 -2.04491 1.53735
12 P -0.51792 -4.15055 1.60657
13 F 3.15203 -0.31745 0.17942
14 F 2.28255 -1.27587 1.95247
15 F 1.35929 1.85600 2.09150
16 F 3.34304 1.81728 1.26254
17 F 2.92412 0.77546 3.09806
18 O -1.37598 -4.46061 2.91753
19 O 6.80023 1.47598 -3.36137
20 O -0.16602 0.17669 3.86253
21 O 4.67725 4.96333 -3.29470
22 O -1.39529 -4.72295 0.43135
23 N 5.15582 2.85853 -2.65567
24 N 1.42531 2.66015 -0.71658
25 C -0.43204 -3.30464 4.83338
26 C 4.37900 3.96603 -2.65728
27 C -2.71514 -6.68689 0.98575
28 C 2.42531 1.07750 1.89862
29 C -0.78690 -4.65005 4.23564
30 C -1.81821 -5.40503 5.04460
31 C 6.37928 2.82290 -3.41705
32 C 1.39273 5.04969 -0.66325
33 C 3.13476 3.90977 -1.82550
34 C 2.53658 5.10096 -1.43704
35 C 2.12418 -0.24951 1.08053
36 C -2.74550 -5.28172 0.42008
37 C 2.52905 2.71843 -1.45235
38 C -3.76725 -4.37941 1.08013
39 C 0.88320 3.80482 -0.31932
40 H 0.89944 5.95140 -0.32696
41 H -0.04412 -3.44090 5.84403
42 H -1.42938 -5.60394 6.04395
43 H 2.97999 6.03801 -1.74803
44 H -2.95146 -5.32455 -0.64976
45 H 6.17110 3.15214 -4.43722
46 H -2.73410 -4.81873 5.13942
47 H 2.93081 1.76166 -1.76952
48 H 7.12596 3.49426 -2.98011
49 H -1.89012 -7.25265 0.55415
50 H -1.32892 -2.68126 4.88706
51 H -2.05992 -6.35777 4.57405
52 H -3.60104 -4.30385 2.15184
53 H -0.13878 0.84827 4.55153
54 H 5.00904 2.10821 -2.00100
55 H -3.74691 -3.37952 0.64871
56 H 0.11377 -5.24990 4.10183
57 H -4.76003 -4.80316 0.91517
58 H -2.60488 -6.66873 2.07064
59 H -0.00430 3.72502 0.30025
60 H -3.64941 -7.19501 0.74085
61 H 0.33100 -2.79902 4.23976
62 H 7.64970 1.39755 -3.80361
63 H -0.73292 -0.52332 4.20269

molar mass: 1220.1 g/mol
energy above the lowest of the compared OMol25 structures with the same formula, charge and spin: 1.789 eV
LUMO energy (alpha / beta): -2.11 / -2.11 eV
<S²>: 0.76
total energy: -375966.9808 eV
spin multiplicity: 2